(1)
Density functional theory data (ωB97M-V/def2-TZVPD) for C23H27BClI2N10O2W as an isolated structure in a non-equilibrium geometry.

Output
Total charge: +2
Highest occupied orbital energy (spin up / spin down) in eV: -13.9 / -13.9
Multiplicity: 2
Frontier orbital gap (spin up / spin down) in Eh: 0.2062 / 0.2183

Element x y z (Å)
W1 0.52 0.98 -0.50
C1 -2.80 0.77 1.40
C2 -1.79 -0.33 1.41
C3 -1.96 -1.49 2.14
C4 -0.85 -2.27 1.87
N1 -0.07 -1.61 1.02
N2 -0.63 -0.41 0.71
B1 1.18 -2.19 0.32
N3 0.90 -2.07 -1.19
C5 0.98 -2.98 -2.14
C6 0.69 -2.38 -3.35
C7 0.44 -1.05 -3.08
C8 0.07 -0.10 -4.17
N4 0.57 -0.84 -1.73
N5 2.39 -1.27 0.58
C9 3.64 -1.60 0.91
C10 4.42 -0.47 0.87
C11 3.59 0.56 0.48
C12 4.06 1.97 0.30
N6 2.33 0.06 0.30
N7 1.43 -3.56 0.84
C13 1.88 -3.90 2.09
C14 1.68 -5.24 2.26
C15 1.08 -5.67 1.05
C16 0.67 -7.05 0.67
N8 0.92 -4.66 0.22
H1 -3.64 0.45 2.01
H2 -3.19 0.97 0.40
H3 -2.41 1.69 1.84
H4 -2.80 -1.74 2.77
H5 -0.59 -3.26 2.20
H6 1.20 -4.00 -1.88
H7 0.65 -2.85 -4.32
H8 0.32 -0.58 -5.11
H9 0.59 0.85 -4.11
H10 -1.01 0.10 -4.17
H11 3.89 -2.62 1.13
H12 5.47 -0.39 1.09
H13 5.03 2.07 0.79
H14 3.39 2.70 0.73
H15 4.19 2.20 -0.76
H16 2.28 -3.16 2.77
H17 1.93 -5.84 3.12
H18 0.73 -7.72 1.53
H19 1.31 -7.45 -0.11
H20 -0.35 -7.06 0.30
I1 0.93 2.31 2.04
C17 0.81 4.59 1.24
I2 1.28 4.44 -0.76
H21 1.60 4.80 1.93
H22 -0.21 4.73 1.54
O1 -0.74 1.32 -2.08
N9 -1.72 2.15 -2.05
N10 -1.84 2.65 -0.91
O2 -0.98 2.23 0.01
C18 -2.85 3.62 -0.57
C19 -3.81 3.92 -1.53
C20 -4.77 4.87 -1.20
C21 -4.76 5.48 0.05
C22 -3.79 5.14 0.99
C23 -2.82 4.20 0.68
H23 -3.81 3.44 -2.49
H24 -5.53 5.13 -1.92
H25 -5.52 6.21 0.29
H26 -3.80 5.61 1.96
H27 -2.09 3.91 1.42
Cl1 2.09 1.67 -2.12

***

(2)
Density functional theory data (ωB97M-V/def2-TZVPD) for the molecule C20H31O2 in a non-equilibrium geometry.

Output
Total charge: 0
Highest occupied orbital energy (spin up / spin down) in eV: -6.7 / -8.9
Multiplicity: 2
Frontier orbital gap (spin up / spin down) in Eh: 0.2735 / 0.3224

Element x y z (Å)
C1 -9.86 1.85 -1.08
C2 -8.35 1.81 -0.94
C3 -7.89 0.90 0.20
C4 -6.37 0.86 0.35
C5 -5.89 -0.07 1.46
C6 -4.41 -0.13 1.56
C7 -3.63 -0.55 0.54
C8 -2.23 -0.58 0.58
C9 -1.44 -1.00 -0.49
C10 -0.09 -1.06 -0.44
C11 0.76 -1.53 -1.57
C12 2.21 -1.62 -1.22
C13 2.66 -2.37 -0.23
C14 4.09 -2.36 0.22
C15 4.54 -1.00 0.63
C16 5.41 -0.28 -0.06
C17 5.86 1.08 0.34
C18 7.35 1.32 0.06
C19 8.26 0.33 0.78
C20 9.68 0.44 0.31
O1 10.54 -0.24 0.82
O2 9.94 1.32 -0.70
H1 -10.18 2.51 -1.89
H2 -10.26 0.86 -1.28
H3 -10.33 2.21 -0.16
H4 -7.89 1.48 -1.88
H5 -7.95 2.82 -0.77
H6 -8.34 1.22 1.14
H7 -8.27 -0.12 0.03
H8 -5.92 0.55 -0.61
H9 -5.99 1.87 0.52
H10 -6.33 0.25 2.42
H11 -6.29 -1.08 1.29
H12 -3.93 0.19 2.47
H13 -4.11 -0.87 -0.37
H14 -1.74 -0.27 1.49
H15 -1.93 -1.29 -1.40
H16 0.40 -0.75 0.46
H17 0.41 -2.52 -1.90
H18 0.62 -0.86 -2.43
H19 2.92 -1.00 -1.75
H20 1.95 -2.98 0.31
H21 4.24 -3.07 1.04
H22 4.72 -2.72 -0.60
H23 4.10 -0.57 1.52
H24 5.83 -0.69 -0.96
H25 5.25 1.83 -0.18
H26 5.66 1.23 1.41
H27 7.53 1.23 -1.01
H28 7.64 2.34 0.32
H29 8.23 0.49 1.86
H30 7.92 -0.69 0.62
H31 10.90 1.28 -0.88

***

Record-wise energy above the lowest of the compared OMol25 structures with the same formula, charge and spin values, in eV: 1.8392, 0.0000